A molecular structure, C45H53GaGeN5O3 at a distorted geometry, computed with the ωB97M-V functional and the def2-TZVPD basis.

Atoms and positions in Å:
Ga 1.252 0.014 -0.562
C -2.059 -7.392 -0.470
O -1.555 -6.138 -0.049
C -2.257 -5.429 0.875
C -3.380 -5.869 1.564
C -4.020 -5.026 2.458
C -3.569 -3.734 2.654
C -2.464 -3.271 1.958
C -1.785 -4.119 1.097
N -0.687 -3.722 0.313
C 0.061 -2.599 0.421
N 0.339 -2.247 1.693
C 0.963 -1.137 2.274
C 1.398 -0.047 1.518
C 1.957 1.070 2.118
C 2.158 1.101 3.487
C 1.765 0.020 4.243
C 1.153 -1.101 3.678
O 0.893 -2.065 4.601
C -0.176 -2.988 4.563
N 0.571 -2.012 -0.656
C 0.096 -2.547 -1.890
C 0.955 -3.177 -2.779
C 0.478 -3.705 -3.966
C -0.872 -3.638 -4.268
C -1.751 -3.034 -3.381
C -1.273 -2.490 -2.199
O -2.127 -1.966 -1.245
C -2.538 -0.642 -1.490
H -1.393 -7.718 -1.268
H -3.077 -7.293 -0.857
H -2.037 -8.124 0.341
H -3.763 -6.864 1.411
H -4.895 -5.376 2.982
H -4.081 -3.077 3.337
H -2.171 -2.235 2.040
H -0.643 -4.239 -0.558
H 0.007 -2.935 2.356
H 2.259 1.909 1.503
H 2.621 1.956 3.955
H 1.915 0.005 5.310
H -0.325 -3.281 5.604
H 0.081 -3.892 3.999
H -1.105 -2.547 4.195
H 1.996 -3.299 -2.520
H 1.170 -4.195 -4.632
H -1.241 -4.075 -5.180
H -2.814 -3.014 -3.569
H -3.317 -0.421 -0.763
H -2.933 -0.511 -2.503
H -1.686 0.045 -1.333
C 2.062 1.904 -2.921
N 1.778 0.473 -2.850
C 0.743 0.166 -3.838
C 2.978 -0.309 -3.154
C 4.105 -0.038 -2.167
N 3.656 -0.210 -0.779
C 3.870 -1.589 -0.342
C 4.453 0.673 0.077
H 2.541 2.172 -3.867
H 2.704 2.209 -2.095
H 1.129 2.458 -2.836
H 1.044 0.520 -4.830
H -0.188 0.662 -3.558
H 0.581 -0.909 -3.890
H 3.339 -0.075 -4.163
H 2.700 -1.364 -3.126
H 4.468 0.982 -2.300
H 4.939 -0.714 -2.394
H 4.936 -1.819 -0.264
H 3.410 -2.279 -1.046
H 3.406 -1.736 0.634
H 5.521 0.507 -0.091
H 4.235 0.475 1.124
H 4.223 1.716 -0.143
C -2.051 2.665 -1.836
Ge -0.527 2.622 -0.509
C 0.732 4.123 -0.960
C 1.773 4.473 -0.110
C 2.615 5.526 -0.427
C 2.416 6.240 -1.598
C 1.352 5.928 -2.428
C 0.530 4.860 -2.122
C -1.346 2.788 1.322
C -1.366 1.737 2.199
C -1.925 1.868 3.477
C -2.487 3.055 3.851
C -2.532 4.144 2.961
C -3.159 5.355 3.317
C -3.208 6.410 2.450
C -2.612 6.301 1.187
C -1.991 5.142 0.812
C -1.939 4.028 1.672
H -2.307 3.701 -2.046
H -2.922 2.197 -1.386
H -1.841 2.170 -2.779
H 1.909 3.933 0.818
H 3.423 5.792 0.240
H 3.088 7.041 -1.861
H 1.164 6.512 -3.316
H -0.286 4.611 -2.787
H -0.941 0.785 1.906
H -1.900 1.033 4.160
H -2.911 3.181 4.834
H -3.608 5.424 4.294
H -3.697 7.328 2.732
H -2.646 7.139 0.508
H -1.527 5.083 -0.164

E_tot = -169995.361 eV
lowest unoccupied orbital energy (spin up / spin down) = -5.75 / -7.84 eV
energy above the lowest of the compared OMol25 structures with the same formula, charge and spin = 2.120 eV
2S+1 = 2
total charge = +2
Kohn-Sham gap (spin up / spin down) = 6.64 / 4.54 eV


2 unconnected molecules or ions with the total composition C4H7FN2O at a distorted geometry, computed with the ωB97M-V functional and the def2-TZVPD basis.

Atoms and positions in Å:
C -1.976 0.682 0.395
C 2.595 0.845 0.750
C 2.444 0.342 -0.746
C 1.249 0.343 0.200
N -3.157 -1.276 -0.540
N -2.034 -0.553 0.163
O -2.568 1.711 0.249
F 0.831 -0.882 0.676
H 3.052 0.074 1.451
H 2.923 1.803 0.716
H 2.586 1.088 -1.516
H 2.578 -0.627 -1.116
H -3.791 -0.565 -0.866
H -3.654 -1.979 0.134
H -1.078 -1.007 0.051

E_tot = -12000.026 eV
lowest unoccupied orbital energy (spin up / spin down) = 0.60 / -0.46 eV
energy above the lowest of the compared OMol25 structures with the same formula, charge and spin = 7.031 eV
total charge = 0
Kohn-Sham gap (spin up / spin down) = 9.52 / 6.90 eV


4 unconnected molecules or ions with the total composition C25H47N2O5, computed with the ωB97M-V functional and the def2-TZVPD basis.

Atoms and positions in Å:
C -3.343 1.481 0.663
C -3.479 -0.012 0.392
C -2.409 -0.814 1.143
C -2.714 -0.943 2.633
C -1.840 -1.927 3.368
N -0.461 -1.406 3.679
C 0.340 -2.157 4.415
C 1.650 -1.727 4.645
C 2.023 -0.530 4.072
C 1.076 0.204 3.345
O 1.408 1.362 2.797
C 1.325 1.293 1.334
C 2.104 2.435 0.686
O 2.916 1.905 -0.329
C 2.158 1.650 -1.504
C 3.013 0.916 -2.526
N -0.155 -0.240 3.161
H -2.402 1.865 0.271
H -4.142 2.040 0.183
H -3.364 1.709 1.727
H -4.468 -0.354 0.690
H -3.310 -0.196 -0.666
H -2.212 -1.767 0.661
H -1.492 -0.227 1.053
H -3.732 -1.326 2.739
H -2.724 0.021 3.133
H -2.280 -2.138 4.341
H -1.719 -2.868 2.839
H -0.035 -3.092 4.795
H 2.325 -2.340 5.219
H 3.021 -0.133 4.171
H 1.791 0.358 1.021
H 0.280 1.248 1.037
H 2.757 2.878 1.433
H 1.409 3.181 0.302
H 1.291 1.015 -1.289
H 1.777 2.589 -1.912
H 3.903 0.538 -2.028
H 2.471 0.066 -2.919
H 3.310 1.587 -3.325
C 3.578 6.321 1.392
C 4.337 6.275 0.069
C 3.242 6.641 -0.925
O 2.343 7.509 -0.233
C 2.630 7.491 1.166
H 4.218 6.456 2.262
H 3.007 5.398 1.526
H 5.122 7.034 0.063
H 4.795 5.310 -0.145
H 2.689 5.751 -1.248
H 3.622 7.151 -1.810
H 3.103 8.440 1.439
H 1.697 7.399 1.723
C -3.497 -5.417 -1.297
C -3.526 -4.684 -2.635
C -3.678 -3.236 -2.193
O -3.014 -3.129 -0.924
C -2.719 -4.439 -0.429
H -3.033 -6.400 -1.343
H -4.512 -5.537 -0.913
H -2.578 -4.822 -3.159
H -4.329 -5.008 -3.295
H -4.730 -2.968 -2.057
H -3.228 -2.529 -2.891
H -1.639 -4.608 -0.513
H -2.998 -4.494 0.626
C -0.709 -3.278 -2.987
C 0.692 -3.651 -3.462
C 1.322 -2.281 -3.674
O 0.708 -1.401 -2.720
C -0.430 -2.046 -2.139
H -1.209 -4.070 -2.430
H -1.337 -3.013 -3.840
H 1.222 -4.192 -2.676
H 0.704 -4.262 -4.362
H 1.117 -1.899 -4.678
H 2.401 -2.283 -3.518
H -0.184 -2.323 -1.105
H -1.267 -1.346 -2.118

E_tot = -39895.815 eV
lowest unoccupied orbital energy = -4.48 eV
energy above the lowest of the compared OMol25 structures with the same formula, charge and spin = 1.767 eV
total charge = +1
Kohn-Sham gap = 6.43 eV


C5H8N2 in the gas phase at a distorted geometry, computed with the ωB97M-V functional and the def2-TZVPD basis.

Atoms and positions in Å:
N -1.738 -1.534 0.690
C -1.132 -0.472 0.024
C 0.534 0.890 1.247
N 0.305 0.635 2.356
C -0.202 -0.676 -0.925
C 0.996 0.215 -1.138
C 0.992 1.344 -0.091
H -2.285 -1.257 1.491
H -1.039 -2.209 0.977
H -1.491 0.517 0.312
H -0.249 -1.628 -1.438
H 1.941 -0.361 -1.021
H 1.047 0.619 -2.163
H 0.340 2.151 -0.439
H 1.982 1.767 0.119

SMILES = N#CCC/C=C/N
E_tot = -8293.326 eV
lowest unoccupied orbital energy = 0.94 eV
energy above the lowest of the compared OMol25 structures with the same formula, charge and spin = 1.670 eV
total charge = 0
Kohn-Sham gap = 8.95 eV


CH3BrO3S in the gas phase at a distorted geometry, computed with the ωB97M-V functional and the def2-TZVPD basis.

Atoms and positions in Å:
C 0.842 -0.371 0.142
O -2.361 1.725 0.486
O 1.606 -0.090 -1.017
O -0.150 0.588 0.474
S -1.596 0.801 -0.272
Br -2.548 -1.241 -0.177
H 2.422 0.338 -0.714
H 0.353 -1.346 0.011
H 1.431 -0.404 1.068

E_tot = -88104.768 eV
lowest unoccupied orbital energy = -0.10 eV
energy above the lowest of the compared OMol25 structures with the same formula, charge and spin = 0.000 eV
total charge = 0
Kohn-Sham gap = 9.87 eV


2 unconnected molecules or ions with the total composition C8H17N at a distorted geometry, computed with the ωB97M-V functional and the def2-TZVPD basis.

Atoms and positions in Å:
C 0.461 0.736 -0.644
C -0.311 -0.763 -0.754
C -0.102 1.647 -1.735
C 1.961 0.519 -0.875
C -1.836 -0.725 -0.662
C 0.270 -1.944 0.016
N 0.179 1.361 0.607
H -0.085 -0.990 -1.804
H 0.121 0.745 1.413
H 0.843 2.090 0.843
H 2.473 1.481 -0.920
H -0.030 1.175 -2.711
H 0.459 2.581 -1.776
H -1.139 1.889 -1.520
H 2.144 0.006 -1.816
H 2.394 -0.059 -0.061
H -2.128 -0.319 0.303
H -2.269 -0.106 -1.444
H -2.253 -1.721 -0.806
H -0.140 -1.959 1.023
H -0.116 -2.876 -0.398
H 1.357 -1.962 0.027
C -0.131 -0.625 3.382
C -0.996 0.160 3.650
H -1.774 0.838 3.862
H 0.650 -1.179 2.799

SMILES = CC(C)C(C)(C)N.C#C
E_tot = -10059.325 eV
lowest unoccupied orbital energy = 0.97 eV
energy above the lowest of the compared OMol25 structures with the same formula, charge and spin = 2.195 eV
total charge = 0
Kohn-Sham gap = 9.88 eV


A molecular structure, C18H54BrCuN9O3P3 at a distorted geometry, computed with the ωB97M-V functional and the def2-TZVPD basis.

Atoms and positions in Å:
Cu 0.778 0.594 -0.733
Br 2.052 0.841 1.586
O 0.378 2.569 -0.802
P -0.188 3.960 -0.673
N -0.327 4.612 -2.294
C 0.850 5.090 -3.084
C -1.465 4.401 -3.291
N 0.849 5.147 0.173
C 0.696 6.535 -0.246
C 1.307 4.764 1.524
N -1.738 4.254 0.033
C -2.417 3.358 0.948
C -2.392 5.479 -0.228
H 0.723 6.134 -3.372
H 1.011 4.577 -4.031
H 1.815 4.869 -2.628
H -1.051 4.227 -4.284
H -2.280 5.121 -3.222
H -1.848 3.385 -3.392
H -0.078 6.651 -1.005
H 0.508 7.326 0.480
H 1.619 6.801 -0.762
H 1.494 3.693 1.444
H 2.267 5.092 1.922
H 0.516 4.990 2.239
H -3.483 3.581 0.989
H -2.300 2.308 0.677
H -2.010 3.546 1.941
H -3.212 5.581 0.482
H -2.753 5.709 -1.231
H -1.765 6.324 0.057
O -1.243 -0.126 0.130
P -2.086 -0.843 1.178
N -1.597 -0.554 2.761
C -1.756 0.808 3.317
C -0.593 -1.303 3.467
N -2.063 -2.604 1.011
C -1.615 -3.152 -0.229
C -2.622 -3.653 1.945
N -3.762 -0.358 1.030
C -4.215 -0.051 -0.416
C -4.846 -0.508 2.051
H -0.974 1.334 2.769
H -1.455 1.022 4.342
H -2.651 1.261 2.890
H 0.381 -0.851 3.281
H -0.664 -2.342 3.147
H -0.716 -1.191 4.544
H -1.383 -2.288 -0.851
H -0.618 -3.591 -0.189
H -2.398 -3.811 -0.604
H -3.406 -4.194 1.415
H -1.875 -4.404 2.201
H -2.783 -3.257 2.948
H -4.974 -0.815 -0.585
H -4.617 0.963 -0.413
H -3.434 0.107 -1.160
H -5.580 -1.194 1.629
H -5.266 0.477 2.257
H -4.399 -1.039 2.891
O 1.734 -1.735 -0.838
P 2.576 -2.938 -0.805
N 2.990 -3.463 0.784
C 3.879 -2.624 1.565
C 1.802 -3.908 1.596
N 4.094 -2.799 -1.749
C 4.232 -2.135 -3.039
C 5.090 -3.879 -1.448
N 1.801 -4.325 -1.507
C 1.930 -5.753 -1.136
C 1.087 -4.108 -2.779
H 3.308 -1.755 1.894
H 4.600 -2.246 0.840
H 4.551 -3.106 2.274
H 0.963 -3.906 0.901
H 1.588 -3.165 2.364
H 1.934 -4.902 2.023
H 4.610 -2.738 -3.865
H 3.435 -1.402 -3.160
H 5.129 -1.557 -2.814
H 5.662 -4.067 -2.356
H 5.854 -3.600 -0.723
H 4.530 -4.767 -1.153
H 1.303 -6.330 -1.816
H 2.933 -6.117 -1.356
H 1.490 -5.969 -0.162
H 0.007 -3.984 -2.702
H 1.040 -4.866 -3.561
H 1.501 -3.215 -3.247

E_tot = -181641.455 eV
lowest unoccupied orbital energy (spin up / spin down) = 0.69 / -0.60 eV
2S+1 = 3
total charge = 0
Kohn-Sham gap (spin up / spin down) = 4.75 / 7.20 eV


A molecular structure, H3O6 at a distorted geometry, computed with the ωB97M-V functional and the def2-TZVPD basis.

Atoms and positions in Å:
O -0.177 -1.092 1.476
O 1.409 1.063 -0.319
O -1.021 -0.809 -0.850
O -0.550 0.136 1.474
O 0.029 1.437 -0.603
O -0.834 0.565 -0.150
H -1.038 -1.605 1.287
H 1.969 1.809 -0.523
H -1.848 -0.744 -1.394

E_tot = -12310.796 eV
lowest unoccupied orbital energy (spin up / spin down) = -8.05 / -8.05 eV
energy above the lowest of the compared OMol25 structures with the same formula, charge and spin = 1.288 eV
total charge = +1
Kohn-Sham gap (spin up / spin down) = 8.59 / 8.59 eV